No. 1
Entry from the Open Molecules 2025 dataset: 2 unconnected molecules or ions with the total composition CH2BrN (ωB97M-V/def2-TZVPD).

```
5
Properties=species:S:1:pos:R:3:forces:R:3:mulliken_charge:R:1
C -1.871 -0.423 -1.254 1.8 0.1 1.5 0.02
N -0.977 -0.368 -0.546 0.4 0.1 0.1 -0.30
H -2.710 -0.542 -1.798 -2.2 -0.2 -1.6 0.28
Br 2.311 1.033 2.155 -0.6 0.5 0.5 -0.19
H 3.246 0.300 1.443 0.6 -0.5 -0.5 0.19
```
Forces are in eV/Å.

Computed properties:
Kohn-Sham gap = 11.79 eV
Highest occupied orbital energy = -10.8 eV
SMILES = C#N.Br
Relative energy (zero: lowest compared OMol25 entry of this formula, charge and spin) = 24.6 kJ/mol

No. 2
Entry from the Open Molecules 2025 dataset: 4 unconnected molecules or ions with the total composition C4H12N4O8 (ωB97M-V/def2-TZVPD).

```
28
Properties=species:S:1:pos:R:3:forces:R:3:mulliken_charge:R:1
C 4.843 -0.938 0.756 0.9 -0.3 0.0 -0.75
N 3.579 -1.448 1.329 0.1 0.3 0.2 0.88
O 3.345 -1.158 2.480 0.0 0.1 0.5 -0.52
O 2.846 -2.084 0.616 -0.2 -0.4 -0.5 -0.49
H 4.741 0.125 0.563 -0.2 0.0 -0.2 0.29
H 5.096 -1.528 -0.119 -0.3 0.2 -0.2 0.30
H 5.644 -1.066 1.482 -0.2 0.0 0.2 0.31
C -4.315 1.540 -2.807 -0.2 1.0 0.7 -0.67
N -4.518 0.485 -3.813 0.1 0.5 -0.3 0.88
O -3.772 -0.457 -3.824 0.4 -0.6 0.3 -0.50
O -5.372 0.695 -4.644 -0.6 0.1 -0.3 -0.55
H -5.261 1.955 -2.462 -0.2 -0.5 -0.2 0.29
H -3.861 2.390 -3.314 0.4 -0.3 -0.1 0.27
H -3.727 1.200 -1.963 0.2 -0.2 -0.3 0.27
C -0.074 -0.197 4.001 0.0 0.7 -0.1 -0.69
N -0.332 0.161 2.573 -0.1 -0.1 0.3 0.84
O -0.065 -0.691 1.757 0.1 -0.5 -0.3 -0.46
O -0.755 1.258 2.308 -0.2 0.4 0.2 -0.52
H 1.010 -0.258 4.056 0.0 -0.3 0.2 0.24
H -0.584 -1.126 4.218 0.2 -0.2 -0.1 0.29
H -0.442 0.613 4.622 0.0 0.0 -0.1 0.30
C 0.823 -0.299 -1.039 0.0 0.2 -1.5 -0.95
N -0.393 0.557 -1.170 -0.5 -0.1 1.1 0.99
O -1.323 0.126 -1.836 0.5 0.3 0.2 -0.55
O -0.396 1.602 -0.537 0.0 -0.4 -0.8 -0.53
H 1.521 0.218 -0.400 0.0 -0.2 0.2 0.32
H 1.177 -0.361 -2.072 0.3 0.0 0.2 0.38
H 0.569 -1.314 -0.761 -0.2 0.2 0.4 0.32
```
Forces are in eV/Å.

Computed properties:
Kohn-Sham gap = 10.53 eV
Highest occupied orbital energy = -10.6 eV
SMILES = C[N+](=O)[O-].C[N+](=O)[O-].C[N+](=O)[O-].C[N+](=O)[O-]
Relative energy (zero: lowest compared OMol25 entry of this formula, charge and spin) = 49.7 kJ/mol

No. 3
Entry from the Open Molecules 2025 dataset: a single C3HCl2NO2S molecule (ωB97M-V/def2-TZVPD).

```
10
Properties=species:S:1:pos:R:3:forces:R:3:mulliken_charge:R:1
N 1.975 1.753 0.294 1.4 0.9 0.2 -0.38
C 0.991 1.193 0.264 -0.2 -0.8 0.0 0.13
C -0.176 0.381 0.015 -0.1 0.7 0.7 0.09
Cl -1.196 1.443 -0.987 -0.4 -0.5 -1.2 -0.10
C -0.863 -0.094 1.236 -2.1 1.7 1.0 0.02
Cl -2.069 -1.343 1.092 0.8 0.3 -0.1 -0.08
S -1.482 1.357 2.002 0.0 -2.3 3.4 0.87
O -2.308 1.102 3.178 0.6 0.6 -1.9 -0.49
O -0.549 2.432 1.975 -0.2 0.6 -0.3 -0.41
H 0.176 -0.526 -0.374 0.3 -1.2 -1.8 0.36
```
Forces are in eV/Å.

Computed properties:
Kohn-Sham gap (spin up / spin down) = 7.43 / 7.40 eV
Highest occupied orbital energy (spin up / spin down) = -10.1 / -10.1 eV
SMILES = N#C[C@H](Cl)C(Cl)=S(=O)=O
Relative energy (zero: lowest compared OMol25 entry of this formula, charge and spin) = 199.3 kJ/mol

No. 4
Entry from the Open Molecules 2025 dataset: 2 unconnected molecules or ions with the total composition C3H10N2O2 (ωB97M-V/def2-TZVPD).

```
17
Properties=species:S:1:pos:R:3:forces:R:3:mulliken_charge:R:1
C 2.002 0.370 -0.682 1.9 -2.7 0.1 -0.87
C 0.927 -0.138 -1.626 -1.5 3.2 -2.0 -0.37
N -0.418 -0.296 -1.019 0.3 -0.4 0.0 -0.09
C -0.972 0.349 0.034 0.1 2.5 0.7 0.11
N -0.318 1.501 0.600 -3.2 -1.2 1.8 -0.36
O -2.015 0.009 0.576 0.3 -0.3 -0.6 -0.60
H 3.015 0.539 -1.209 -1.7 -0.6 0.7 0.32
H 1.743 1.298 -0.281 -0.2 1.2 0.6 0.26
H 2.113 -0.391 0.187 0.1 1.4 -1.3 0.23
H 1.142 -1.048 -2.148 0.3 -0.5 0.1 0.36
H 0.787 0.692 -2.493 0.5 -1.8 1.7 0.20
H -1.104 -0.899 -1.476 0.6 0.1 0.3 0.22
H -1.028 2.048 1.128 0.6 -1.2 -0.3 0.24
H 0.232 2.177 0.193 1.6 0.9 -1.9 0.21
O 0.362 -1.705 1.784 -0.4 0.3 0.4 -0.69
H -0.136 -1.144 1.162 0.2 -0.6 0.7 0.51
H -0.121 -1.622 2.632 0.4 0.0 -0.8 0.32
```
Forces are in eV/Å.

Computed properties:
Kohn-Sham gap = 10.60 eV
Highest occupied orbital energy = -9.9 eV
SMILES = CCNC(N)=O.O
Relative energy (zero: lowest compared OMol25 entry of this formula, charge and spin) = 119.9 kJ/mol